DFT (the ωB97M-V functional and the def2-TZVPD basis) results for a molecular structure, C25H17F4FeN7O2S2Se4.

The value obtained for the relative energy (zero: lowest compared OMol25 entry of this formula, charge and spin) is 69.8 kcal/mol. For the HOMO energy (spin up / spin down), the calculation gives -7.45 / -7.52 eV. As for the spin multiplicity: 5. The max |F| comes out at 0.91 eV/A. Its expectation value of S² is 6.401. The frontier orbital gap (spin up / spin down) is 0.2280 / 0.1676 Ha. The LUMO energy (spin up / spin down) is -1.249 / -2.962 eV.

CARTESIAN COORDINATES (ANGSTROEM)
Fe: -2.387 0.981 1.751
Se: -4.972 0.802 1.762
Se: -5.386 1.358 3.900
Se: -3.713 0.573 5.262
Se: -1.703 0.840 4.098
C: -0.535 -2.993 0.890
C: -0.843 -1.510 1.132
N: -2.293 -1.258 1.205
C: -2.865 -2.066 2.296
C: -2.642 -3.568 2.027
N: -1.860 -3.698 0.755
C: -2.646 -3.123 -0.383
C: -2.920 -1.635 -0.071
H: -0.006 -3.455 1.721
H: 0.035 -3.171 -0.019
H: -0.440 -0.900 0.333
H: -0.396 -1.176 2.061
H: -3.927 -1.836 2.380
H: -2.381 -1.757 3.221
H: -3.572 -4.118 1.889
H: -2.056 -4.047 2.809
H: -1.684 -4.683 0.570
H: -3.558 -3.712 -0.467
H: -2.049 -3.256 -1.283
H: -3.991 -1.447 -0.003
H: -2.503 -1.014 -0.855
F: -1.957 1.105 -0.910
C: -0.984 1.720 -1.633
C: -0.013 0.904 -2.158
F: -0.115 -0.424 -1.919
C: 1.061 1.410 -2.871
C: 1.044 2.788 -3.082
C: 0.053 3.602 -2.567
F: 0.154 4.917 -2.761
C: -0.983 3.102 -1.771
C: -1.947 3.929 -1.059
C: -2.261 3.466 0.197
N: -2.422 2.939 1.227
C: -2.480 5.142 -1.546
N: -2.931 6.123 -1.952
F: 2.062 3.357 -3.733
C: 2.233 0.569 -3.192
C: 3.014 0.716 -4.377
N: 3.646 0.816 -5.331
C: 2.612 -0.287 -2.252
N: 2.820 -1.029 -1.330
O: 4.153 -1.656 2.209
S: 3.084 -1.674 1.257
O: 2.618 -2.940 0.753
N: 1.788 -0.831 1.782
C: 1.709 0.371 1.255
S: 0.452 1.488 1.492
C: 2.858 0.711 0.381
C: 3.384 1.941 0.128
C: 4.668 2.039 -0.432
C: 5.464 0.876 -0.617
C: 4.978 -0.368 -0.398
C: 3.532 -0.531 -0.099
H: 2.833 2.824 0.428
H: 5.090 3.012 -0.641
H: 6.494 0.996 -0.927
H: 5.579 -1.256 -0.533

Cartesian forces (eV/Å) of the 3 atoms listed first:
Fe -0.12 0.20 -0.12
Se 0.89 0.11 -0.11
Se -0.17 -0.03 0.25

Taken from the natural (NBO) analysis, the atomic charges in e are:
1 Fe 1.022
2 Se -0.304
3 Se 0.202
4 Se 0.058
5 Se -0.399
6 C -0.240
7 C -0.306
8 N -0.476
9 C -0.278
10 C -0.242
11 N -0.332
12 C -0.241
13 C -0.265
14 H 0.243
15 H 0.250
16 H 0.253
17 H 0.284
18 H 0.244
19 H 0.261
20 H 0.222
21 H 0.233
22 H 0.439
23 H 0.223
24 H 0.235
25 H 0.230
26 H 0.256
27 F -0.348
28 C 0.301
29 C 0.389
30 F -0.332
31 C -0.174
32 C 0.402
33 C 0.322
34 F -0.286
35 C -0.056
36 C -0.497
37 C 0.492
38 N -0.632
39 C 0.294
40 N -0.356
41 F -0.297
42 C -0.374
43 C 0.295
44 N -0.300
45 C 0.554
46 N -0.380
47 O -0.919
48 S 2.299
49 O -0.951
50 N -0.817
51 C 0.114
52 S -0.247
53 C -0.092
54 C -0.143
55 C -0.160
56 C -0.226
57 C -0.145
58 C -0.233
59 H 0.244
60 H 0.222
61 H 0.230
62 H 0.233

DFT (the ωB97M-V functional and the def2-TZVPD basis) results for C12H13NO in the gas phase.

The value obtained for the relative energy (zero: lowest compared OMol25 entry of this formula, charge and spin) is 79.9 kcal/mol. For the HOMO energy, the calculation gives -8.44 eV. The max |F| comes out at 5.25 eV/A. The frontier orbital gap is 0.3353 Ha. The LUMO energy is 0.679 eV.

CARTESIAN COORDINATES (ANGSTROEM)
C: -0.552 -1.470 2.380
C: -1.363 -1.327 1.470
C: -2.349 -0.826 0.538
N: -2.040 -0.493 -0.839
C: -0.969 0.483 -1.219
C: -1.199 1.935 -0.664
C: -0.045 2.132 0.315
C: 0.979 1.045 0.146
C: 2.255 0.971 0.525
C: 2.899 -0.194 0.315
C: 2.222 -1.266 -0.328
C: 0.946 -1.178 -0.900
O: 0.378 -2.121 -1.689
C: 0.392 0.079 -0.798
H: 0.337 -1.482 2.909
H: -3.127 -1.603 0.572
H: -2.866 -0.017 0.917
H: -1.682 -1.368 -1.240
H: -0.920 0.509 -2.289
H: -2.129 2.111 -0.094
H: -1.193 2.562 -1.532
H: -0.430 2.250 1.286
H: 0.474 3.007 0.070
H: 2.807 1.750 1.069
H: 3.942 -0.241 0.476
H: 2.755 -2.195 -0.102
H: 0.478 -3.055 -1.298

Cartesian forces (eV/Å) of the 3 atoms listed first:
C -2.36 0.26 -3.10
C 2.72 0.62 2.57
C -0.60 -1.49 -0.78

Taken from the natural (NBO) analysis, the atomic charges in e are:
1 C -0.232
2 C -0.029
3 C -0.321
4 N -0.593
5 C -0.067
6 C -0.398
7 C -0.439
8 C 0.051
9 C -0.254
10 C -0.183
11 C -0.281
12 C 0.294
13 O -0.692
14 C -0.088
15 H 0.227
16 H 0.224
17 H 0.218
18 H 0.364
19 H 0.209
20 H 0.215
21 H 0.214
22 H 0.216
23 H 0.215
24 H 0.213
25 H 0.211
26 H 0.210
27 H 0.495

DFT (the ωB97M-V functional and the def2-TZVPD basis) results for a molecular structure, C23H24Cl2N6PV.

As for the total charge: +2. The value obtained for the relative energy (zero: lowest compared OMol25 entry of this formula, charge and spin) is 42.8 kcal/mol. For the HOMO energy (spin up / spin down), the calculation gives -12.79 / -12.91 eV. As for the spin multiplicity: 3. The max |F| comes out at 4.97 eV/A. Its expectation value of S² is 2.048. The frontier orbital gap (spin up / spin down) is 0.2224 / 0.2368 Ha. The LUMO energy (spin up / spin down) is -6.734 / -6.466 eV.

CARTESIAN COORDINATES (ANGSTROEM)
V: -0.421 0.971 0.569
C: 1.346 -2.410 4.567
N: 0.581 -1.287 4.030
C: -0.234 -0.318 4.716
C: -0.592 0.575 3.811
N: -0.126 0.257 2.544
C: 0.636 -0.868 2.651
P: 1.121 -1.644 1.139
C: 2.130 -0.274 0.509
N: 1.676 0.981 0.475
C: 2.767 1.778 -0.057
C: 3.754 0.934 -0.378
N: 3.432 -0.375 -0.054
C: 4.263 -1.565 -0.234
C: -0.466 -1.800 0.270
N: -1.400 -0.852 0.334
C: -2.642 -1.464 0.033
C: -2.435 -2.800 -0.121
N: -1.049 -3.079 0.021
C: -0.364 -4.342 -0.111
H: 0.795 -2.771 5.437
H: 1.378 -3.240 3.868
H: 2.351 -2.024 4.899
H: -0.414 -0.320 5.829
H: -1.198 1.451 3.893
H: 2.679 2.827 -0.011
H: 4.729 1.202 -0.806
H: 4.047 -2.316 0.567
H: 4.140 -2.018 -1.240
H: 5.282 -1.216 -0.069
H: -3.583 -0.956 0.090
H: -3.239 -3.511 -0.110
H: 0.192 -4.517 0.804
H: -1.133 -5.143 -0.184
H: 0.328 -4.403 -0.956
Cl: -0.609 3.317 1.713
C: -2.493 3.309 1.195
Cl: -2.911 1.627 0.892
H: -2.469 3.934 0.344
H: -2.979 3.685 2.095
C: -1.532 -0.095 -4.612
C: -0.645 -0.704 -3.702
C: -0.297 -0.022 -2.554
C: -0.771 1.291 -2.332
C: -0.500 2.035 -1.128
C: -0.423 3.411 -1.263
C: -1.034 4.110 -2.371
C: -1.451 3.437 -3.471
C: -1.434 1.978 -3.429
C: -1.932 1.252 -4.506
H: -1.780 -0.588 -5.565
H: -0.189 -1.728 -3.834
H: 0.406 -0.455 -1.823
H: 0.101 3.968 -0.473
H: -0.972 5.175 -2.331
H: -1.716 3.908 -4.398
H: -2.700 1.691 -5.173

Cartesian forces (eV/Å) of the 3 atoms listed first:
V -0.88 1.01 -0.15
C 0.23 0.70 1.19
N -0.79 1.76 -2.64

Taken from the natural (NBO) analysis, the atomic charges in e are:
1 V 1.293
2 C -0.416
3 N -0.297
4 C -0.022
5 C -0.070
6 N -0.569
7 C 0.054
8 P 0.793
9 C 0.091
10 N -0.545
11 C -0.059
12 C -0.016
13 N -0.313
14 C -0.416
15 C 0.108
16 N -0.576
17 C -0.061
18 C -0.009
19 N -0.304
20 C -0.419
21 H 0.239
22 H 0.231
23 H 0.236
24 H 0.272
25 H 0.234
26 H 0.248
27 H 0.259
28 H 0.237
29 H 0.236
30 H 0.241
31 H 0.246
32 H 0.260
33 H 0.228
34 H 0.250
35 H 0.238
36 Cl 0.031
37 C -0.267
38 Cl 0.163
39 H 0.260
40 H 0.265
41 C -0.205
42 C -0.225
43 C -0.164
44 C -0.007
45 C -0.489
46 C -0.207
47 C -0.239
48 C -0.132
49 C -0.072
50 C -0.174
51 H 0.237
52 H 0.228
53 H 0.174
54 H 0.213
55 H 0.229
56 H 0.236
57 H 0.243